No. 1
Formula: C2H10NO
Source: the Open Molecules 2025 dataset
Level of theory: ωB97M-V/def2-TZVPD

XYZ file:
```
14
C2H10NO ωB97M-V/def2-TZVPD
N -1.310 1.059 1.211
H -1.015 1.732 1.985
H -0.655 1.190 0.338
H -2.165 1.351 1.004
H -1.369 0.136 1.430
C 0.900 -0.399 -1.108
O 0.112 0.779 -0.942
C 0.741 -1.330 0.066
H 1.934 -0.048 -1.302
H 0.532 -0.927 -1.991
H 0.078 1.234 -1.776
H -0.245 -1.809 0.091
H 0.963 -0.801 1.065
H 1.500 -2.167 -0.073
```

Summary:
**LUMO energy**: -0.1329 Eh
**Total charge**: +1
**ΔE to the lowest compared entry with this formula, charge and spin**: 0.9638 eV
**HOMO energy**: -15.3 eV
**Gap between HOMO and LUMO**: 11.65 eV

No. 2
Formula: C2H3Cl
Source: the Open Molecules 2025 dataset
Level of theory: ωB97M-V/def2-TZVPD

XYZ file:
```
6
C2H3Cl ωB97M-V/def2-TZVPD
C 0.791 0.673 0.535
C -1.410 -1.180 -0.768
Cl -0.467 -1.030 0.578
H 1.277 0.765 -0.412
H 1.544 0.860 1.308
H -1.736 -0.089 -1.241
```

Summary:
**LUMO energy (spin up / spin down)**: -0.0656 / -0.0629 Eh
**Total charge**: 0
**ΔE to the lowest compared entry with this formula, charge and spin**: 8.5959 eV
**HOMO energy (spin up / spin down)**: -7.7 / -7.7 eV
**Gap between HOMO and LUMO (spin up / spin down)**: 5.94 / 5.97 eV

No. 3
Formula: C48H47NO2P2SSiTi
Source: the Open Molecules 2025 dataset
Level of theory: ωB97M-V/def2-TZVPD

XYZ file:
```
103
C48H47NO2P2SSiTi ωB97M-V/def2-TZVPD
Ti -1.037 -0.337 -1.345
C 4.755 -0.579 4.191
C 3.894 -1.300 3.085
C 4.536 -2.665 2.789
C 2.436 -1.508 3.507
C 2.031 -1.919 4.826
C 0.751 -2.183 5.121
C -0.240 -2.151 4.165
C 0.081 -1.624 2.889
P -1.151 -1.405 1.548
C -2.532 -2.393 2.144
C -2.510 -3.761 1.990
C -3.392 -4.613 2.617
C -4.384 -4.026 3.455
C -4.560 -2.659 3.483
C -3.640 -1.824 2.731
C -1.839 0.210 1.667
C -2.694 0.721 0.553
C -3.169 2.175 0.671
C -2.729 2.958 1.834
C -2.093 2.333 2.852
C -1.642 0.941 2.800
C 1.417 -1.317 2.564
O 1.718 -1.152 1.218
C 2.826 -0.343 0.990
C 2.827 0.422 -0.170
C 4.001 1.111 -0.503
C 5.019 1.230 0.430
C 5.095 0.319 1.534
C 3.952 -0.465 1.808
P 1.533 0.230 -1.427
C 2.329 -1.060 -2.413
C 3.176 -0.712 -3.463
C 3.405 -1.621 -4.504
C 2.743 -2.823 -4.468
C 2.005 -3.252 -3.359
C 1.823 -2.377 -2.297
C 1.766 1.831 -2.302
C 1.803 3.038 -1.580
C 1.805 4.250 -2.304
C 1.877 4.218 -3.698
C 1.878 3.054 -4.387
C 1.709 1.842 -3.711
H 4.588 -1.051 5.167
H 4.589 0.443 4.320
H 5.858 -0.692 4.077
H 4.523 -3.201 3.713
H 5.568 -2.604 2.489
H 3.925 -3.165 2.118
H 2.758 -2.075 5.658
H 0.433 -2.401 6.135
H -1.184 -2.684 4.337
H -1.650 -4.257 1.499
H -3.361 -5.712 2.365
H -4.953 -4.786 4.071
H -5.398 -2.167 4.071
H -3.744 -0.753 2.672
H -3.518 0.124 0.218
H -4.218 2.215 0.417
H -2.919 4.027 1.892
H -1.816 2.862 3.751
H -1.137 0.581 3.717
H 3.974 1.681 -1.451
H 5.761 1.990 0.195
H 5.991 0.277 2.224
H 3.701 0.281 -3.395
H 3.988 -1.281 -5.351
H 2.852 -3.505 -5.288
H 1.354 -4.148 -3.326
H 1.274 -2.587 -1.403
H 1.705 3.074 -0.495
H 1.650 5.235 -1.804
H 2.019 5.196 -4.156
H 1.895 3.113 -5.480
H 1.419 0.941 -4.269
C -2.264 -3.884 -2.685
C -2.966 -2.805 -1.907
C -4.389 -3.008 -1.567
O -2.403 -1.680 -1.550
H -2.947 -4.182 -3.488
H -2.088 -4.820 -2.094
H -1.305 -3.468 -3.081
H -4.530 -4.080 -1.418
H -4.995 -2.645 -2.427
H -4.698 -2.447 -0.626
C -1.775 4.010 -3.142
Si -2.222 4.286 -1.377
C -0.978 5.380 -0.366
C -3.920 5.126 -1.084
C -2.444 2.513 -0.635
C -1.845 1.277 -0.768
H -1.502 4.747 -3.908
H -2.685 3.525 -3.470
H -0.998 3.224 -3.135
H -0.947 6.370 -0.748
H -0.041 4.903 -0.302
H -1.414 5.387 0.656
H -3.915 6.208 -1.262
H -4.190 4.982 -0.061
H -4.606 4.658 -1.815
S -3.029 0.520 -4.751
C -1.687 0.256 -3.948
N -0.721 -0.139 -3.260
```

Summary:
**Multiplicity**: 3
**LUMO energy (spin up / spin down)**: 0.0126 / 0.0111 Eh
**Total charge**: 0
**ΔE to the lowest compared entry with this formula, charge and spin**: 3.1090 eV
**HOMO energy (spin up / spin down)**: -5.2 / -7.3 eV
**Gap between HOMO and LUMO (spin up / spin down)**: 5.59 / 7.59 eV

No. 4
Formula: C36H84N11O12Pt
Source: the Open Molecules 2025 dataset
Level of theory: ωB97M-V/def2-TZVPD

XYZ file:
```
144
C36H84N11O12Pt ωB97M-V/def2-TZVPD
Pt 16.871 3.697 13.747
C 13.338 1.879 14.100
C 14.725 1.208 14.357
C 14.664 -0.306 14.167
O 15.771 1.703 13.558
H 13.432 2.923 14.398
H 12.456 1.565 14.657
H 13.060 1.929 13.047
H 14.856 1.283 15.436
H 15.613 -0.761 14.450
H 14.402 -0.419 13.114
H 13.802 -0.742 14.673
C 15.231 -3.034 10.458
O 15.747 -2.411 9.503
N 15.716 -2.857 11.671
C 15.068 -3.665 12.835
C 16.602 -1.804 11.956
H 14.439 -3.747 10.179
H 14.220 -4.275 12.522
H 14.812 -3.075 13.716
H 15.751 -4.347 13.340
H 16.843 -1.762 13.018
H 17.568 -1.930 11.468
H 16.169 -0.827 11.740
C 18.849 2.279 11.424
O 18.098 2.919 12.167
N 18.798 2.066 10.080
C 19.780 1.367 9.364
C 17.536 2.244 9.364
H 19.838 2.012 11.826
H 20.114 1.767 8.407
H 19.366 0.411 9.043
H 20.617 1.330 10.060
H 17.080 1.313 9.027
H 16.818 2.762 10.001
H 17.590 2.875 8.477
C 14.663 -2.173 17.588
O 13.595 -2.164 16.948
N 14.781 -2.125 18.925
C 13.624 -1.765 19.841
C 16.098 -2.289 19.565
H 15.632 -2.292 17.079
H 13.671 -0.678 19.911
H 13.788 -2.150 20.847
H 12.726 -2.264 19.478
H 17.016 -1.996 19.056
H 16.260 -1.788 20.520
H 16.287 -3.282 19.974
C 8.217 0.193 17.656
O 7.030 -0.225 17.532
N 8.675 1.455 17.270
C 10.083 1.778 17.582
C 7.847 2.411 16.568
H 8.993 -0.410 18.153
H 10.530 1.456 16.642
H 10.497 1.248 18.440
H 10.032 2.833 17.847
H 8.403 2.698 15.675
H 6.979 1.952 16.094
H 7.691 3.343 17.111
C 10.102 5.499 16.611
O 9.710 6.292 17.481
N 10.423 5.970 15.388
C 10.868 5.071 14.334
C 10.264 7.400 14.998
H 10.345 4.446 16.820
H 10.194 4.845 13.507
H 11.114 4.086 14.728
H 11.759 5.327 13.761
H 11.111 8.018 14.699
H 9.520 7.576 14.222
H 9.912 7.894 15.904
C 14.189 4.605 11.530
O 15.160 4.485 12.248
N 13.622 5.867 11.358
C 12.339 5.771 10.704
C 14.089 7.120 12.026
H 13.729 3.762 10.992
H 12.069 6.623 10.080
H 11.702 5.746 11.589
H 12.138 4.835 10.184
H 13.285 7.796 12.320
H 14.689 6.805 12.880
H 14.814 7.631 11.392
C 14.595 5.356 15.835
O 15.341 4.558 15.118
N 15.061 6.362 16.556
C 14.227 7.412 17.144
C 16.538 6.440 16.834
H 13.503 5.275 15.949
H 13.203 7.045 17.070
H 14.042 8.310 16.554
H 14.382 7.798 18.151
H 17.058 5.731 16.189
H 16.919 7.437 16.616
H 16.640 6.330 17.914
C 14.521 1.811 18.139
O 13.659 2.639 18.243
N 15.771 2.071 18.516
C 16.614 0.990 19.002
C 16.229 3.459 18.632
H 14.523 0.760 17.810
H 16.873 1.170 20.045
H 17.505 0.814 18.399
H 15.923 0.147 18.978
H 16.697 3.565 19.611
H 17.130 3.674 18.058
H 15.425 4.171 18.443
C 10.575 2.296 10.728
O 10.357 3.247 10.059
N 10.717 1.031 10.317
C 11.241 0.027 11.220
C 10.612 0.609 8.916
H 10.504 2.402 11.822
H 12.299 -0.196 11.084
H 10.669 -0.857 10.938
H 11.201 0.242 12.288
H 11.005 -0.395 8.754
H 9.559 0.562 8.640
H 11.162 1.290 8.266
C 13.410 1.059 7.176
O 12.811 1.437 6.164
N 13.613 1.828 8.320
C 14.099 1.227 9.548
C 13.218 3.235 8.251
H 13.878 0.065 7.256
H 13.428 1.474 10.371
H 15.008 1.735 9.870
H 14.194 0.143 9.490
H 14.100 3.803 8.547
H 13.119 3.450 7.187
H 12.333 3.662 8.722
C 9.826 -3.773 15.132
O 9.250 -2.696 15.242
N 11.047 -3.955 14.600
C 11.895 -5.111 14.807
C 11.812 -2.763 14.154
H 9.271 -4.620 15.562
H 12.690 -4.806 15.487
H 12.459 -5.313 13.896
H 11.324 -5.950 15.204
H 12.325 -2.836 13.196
H 11.077 -1.993 13.919
H 12.304 -2.324 15.022
```

Summary:
**Multiplicity**: 4
**LUMO energy (spin up / spin down)**: 0.0102 / 0.0024 Eh
**Total charge**: 0
**ΔE to the lowest compared entry with this formula, charge and spin**: 2.0451 eV
**HOMO energy (spin up / spin down)**: -4.7 / -7.6 eV
**Gap between HOMO and LUMO (spin up / spin down)**: 5.00 / 7.62 eV

No. 5
Formula: C5H6N2
Source: the Open Molecules 2025 dataset
Level of theory: ωB97M-V/def2-TZVPD

XYZ file:
```
13
C5H6N2 ωB97M-V/def2-TZVPD
H -3.030 0.621 0.186
N -2.066 0.828 0.008
C -0.987 0.249 -0.176
N -0.925 -1.120 0.243
C 0.369 -1.725 0.029
C 1.340 -0.734 -0.042
C 0.537 0.553 -0.033
C 1.053 1.813 0.072
H -1.823 -1.736 -0.374
H 0.719 -2.694 0.055
H 2.394 -0.806 -0.310
H 2.141 2.184 0.515
H 0.277 2.566 -0.172
```

Summary:
**SMILES**: [H]/N=C1\NC=CC1=C
**LUMO energy**: 0.0131 Eh
**Total charge**: 0
**ΔE to the lowest compared entry with this formula, charge and spin**: 4.0651 eV
**HOMO energy**: -8.1 eV
**Gap between HOMO and LUMO**: 8.43 eV

No. 6
Formula: C24H64AlBN4O8
Source: the Open Molecules 2025 dataset
Level of theory: ωB97M-V/def2-TZVPD

XYZ file:
```
102
C24H64AlBN4O8 ωB97M-V/def2-TZVPD
Al -1.530 -0.428 -0.438
B 1.035 0.991 0.078
H 1.863 1.652 0.283
H 0.316 1.516 -0.531
H 1.458 0.127 -0.408
H 0.502 0.654 0.954
C 7.306 1.458 -3.686
O 6.307 0.733 -2.964
C 5.477 1.647 -2.238
C 4.583 0.758 -1.282
N 5.382 0.231 -0.118
C 4.569 -0.508 0.892
C 5.466 -0.985 2.080
O 6.403 -1.967 1.732
C 7.179 -2.427 2.843
H 7.906 0.764 -4.275
H 8.048 1.883 -3.009
H 6.953 2.182 -4.421
H 4.912 2.265 -2.936
H 6.017 2.370 -1.627
H 4.116 -0.064 -1.825
H 3.792 1.414 -0.919
H 6.070 -0.416 -0.476
H 3.990 -1.332 0.475
H 3.782 0.101 1.337
H 4.827 -1.498 2.799
H 5.949 -0.130 2.552
H 7.439 -3.481 2.751
H 6.652 -2.258 3.783
H 8.173 -1.982 2.807
C -2.206 1.373 -4.144
O -1.201 0.681 -3.368
C -0.027 0.464 -4.157
C 1.077 -0.349 -3.363
N 0.488 -1.555 -2.783
C 1.394 -2.385 -1.998
C 0.638 -3.651 -1.469
O -0.548 -3.321 -0.666
C -1.063 -4.593 -0.171
H -3.133 1.445 -3.575
H -2.561 0.887 -5.053
H -1.717 2.337 -4.289
H 0.357 1.331 -4.697
H -0.247 -0.214 -4.982
H 1.583 0.243 -2.600
H 1.822 -0.672 -4.090
H 0.157 -2.051 -3.599
H 1.863 -1.756 -1.241
H 2.126 -2.716 -2.735
H 1.344 -4.234 -0.878
H 0.258 -4.236 -2.307
H -0.744 -4.946 0.809
H -1.101 -5.435 -0.862
H -2.137 -4.469 -0.037
C -1.148 2.504 2.416
O -2.001 1.353 2.014
C -2.175 0.537 3.145
C -3.259 -0.489 2.955
N -3.165 -1.513 1.887
C -2.571 -2.713 2.438
C -1.103 -2.598 2.888
O -0.269 -1.901 1.927
C 1.007 -1.711 2.524
H -0.929 3.165 1.577
H -0.172 2.087 2.662
H -1.540 3.002 3.302
H -2.481 1.144 3.998
H -1.224 0.024 3.290
H -4.129 0.131 2.735
H -3.464 -1.008 3.892
H -4.117 -1.802 1.712
H -2.537 -3.538 1.727
H -3.282 -3.005 3.211
H -0.733 -3.607 3.071
H -1.200 -2.094 3.849
H 1.419 -2.685 2.786
H 0.971 -1.041 3.383
H 1.627 -1.269 1.744
C -6.891 1.771 2.857
O -5.959 1.171 1.983
C -6.355 1.000 0.656
C -5.224 0.370 -0.129
N -4.065 1.250 -0.043
C -4.161 2.504 -0.778
C -2.891 3.316 -0.596
O -1.810 2.690 -1.243
C -0.775 3.573 -1.656
H -6.601 1.530 3.880
H -7.909 1.405 2.721
H -6.903 2.841 2.650
H -6.709 1.971 0.310
H -7.191 0.301 0.615
H -5.325 0.186 -1.198
H -4.990 -0.604 0.300
H -4.226 1.639 0.875
H -5.025 3.056 -0.408
H -4.339 2.308 -1.835
H -2.652 3.690 0.400
H -3.151 4.221 -1.145
H -0.478 4.097 -0.748
H -1.305 4.198 -2.374
H 0.050 3.093 -2.184
```

Summary:
**LUMO energy**: -0.3816 Eh
**Total charge**: +2
**HOMO energy**: -12.8 eV
**Gap between HOMO and LUMO**: 2.39 eV

No. 7
Formula: C2H3ClFNO2
Source: the Open Molecules 2025 dataset
Level of theory: ωB97M-V/def2-TZVPD

XYZ file:
```
10
C2H3ClFNO2 ωB97M-V/def2-TZVPD
C 0.180 0.019 -0.174
C 1.102 0.142 0.996
N 1.014 -0.394 2.339
O -0.044 -0.932 2.559
O 2.001 -0.233 2.993
F 2.321 0.512 0.726
Cl 0.399 2.241 2.409
H 0.764 0.084 -1.098
H -0.217 -0.996 0.159
H -0.603 0.780 -0.148
```

Summary:
**LUMO energy (spin up / spin down)**: -0.1043 / -0.1070 Eh
**Total charge**: 0
**ΔE to the lowest compared entry with this formula, charge and spin**: 4.2958 eV
**HOMO energy (spin up / spin down)**: -10.2 / -10.2 eV
**Gap between HOMO and LUMO (spin up / spin down)**: 7.38 / 7.28 eV

No. 8
Formula: C23H30N4O4
Source: the Open Molecules 2025 dataset
Level of theory: ωB97M-V/def2-TZVPD

XYZ file:
```
61
C23H30N4O4 ωB97M-V/def2-TZVPD
C 1.135 1.458 -0.955
C -0.320 1.883 -1.109
O -1.037 0.872 -1.828
C -1.083 0.968 -3.180
O -0.517 1.824 -3.853
C -1.782 -0.077 -3.897
C -1.363 -0.540 -5.195
N -2.091 -1.558 -5.594
N -2.987 -1.757 -4.588
C -3.902 -2.809 -4.554
C -4.760 -2.944 -3.478
C -4.723 -1.957 -2.389
C -3.809 -0.920 -2.413
C -3.875 0.094 -1.407
C -3.940 0.990 -0.592
C -4.021 2.104 0.358
C -5.382 2.423 0.965
C -4.781 3.349 -0.085
C -2.857 -0.847 -3.541
H 1.679 2.191 -0.353
H 1.189 0.484 -0.460
H 1.616 1.384 -1.935
H -0.382 2.861 -1.601
H -0.770 1.991 -0.118
H -0.537 -0.116 -5.760
H -3.911 -3.511 -5.381
H -5.471 -3.764 -3.448
H -5.436 -2.024 -1.573
H -3.137 2.241 0.988
H -5.405 2.776 2.000
H -6.236 1.806 0.666
H -5.232 3.347 -1.083
H -4.402 4.320 0.249
C 4.481 0.150 -0.505
N 3.809 -1.105 -0.162
C 3.181 -1.448 0.970
O 2.672 -2.558 1.026
C 3.109 -0.472 2.164
N 1.731 -0.317 2.685
C 1.004 -1.237 3.327
C -0.464 -0.913 3.481
O 1.452 -2.262 3.817
C 4.141 -0.825 3.264
C 5.581 -0.732 2.739
C 4.044 0.113 4.477
H 5.433 0.226 0.022
H 4.678 0.174 -1.579
H 3.855 1.007 -0.254
H 3.792 -1.831 -0.864
H 3.393 0.511 1.799
H 1.228 0.501 2.389
H -0.914 -0.814 2.495
H -0.946 -1.729 4.019
H -0.574 0.011 4.044
H 3.980 -1.847 3.604
H 5.729 -1.436 1.920
H 6.278 -0.998 3.534
H 5.796 0.282 2.401
H 4.821 -0.135 5.201
H 3.079 -0.011 4.968
H 4.162 1.150 4.164
```

Summary:
**SMILES**: CCOC(=O)c1cnn2cccc(C#CC3CC3)c12.CNC(=O)[C@@H](NC(C)=O)C(C)C
**LUMO energy**: 0.0013 Eh
**Total charge**: 0
**ΔE to the lowest compared entry with this formula, charge and spin**: 3.9624 eV
**HOMO energy**: -8.2 eV
**Gap between HOMO and LUMO**: 8.23 eV

| no. | maximum force (Eh/bohr) |
| --- | --- |
| 1 | 0.1278 |
| 2 | 0.0560 |
| 3 | 0.1033 |
| 4 | 0.1221 |
| 5 | 0.1419 |
| 6 | 0.0930 |
| 7 | 0.0985 |
| 8 | 0.0445 |